# 1
85
Properties=species:S:1:pos:R:3 method="wB97M-V/def2-TZVPD" charge=+1 total_energy_ha=-1894.63322 homo_lumo_gap_ev=7.73 e_lumo_ev=-4.0
C -0.9445 6.2494 0.3444
C -0.0678 6.1487 -0.9052
C -0.8210 6.3539 -2.2296
C -1.2613 5.0665 -2.9268
C -2.4322 4.3401 -2.2712
C -2.6940 2.9681 -2.8951
C -3.5727 2.0516 -2.0247
C -3.0330 0.6379 -1.7998
C -3.0364 -0.2495 -3.0597
C -1.6978 -0.3139 -3.8202
C -0.7571 -1.4136 -3.2925
C 0.7508 -1.1037 -3.3880
C 1.6038 -1.8401 -2.3348
C 2.3136 -0.9904 -1.2556
C 1.5973 -0.8630 0.1272
C 0.4264 0.1360 0.2129
C 0.6592 1.5387 -0.3367
C 0.3044 2.6668 0.6026
N 1.0983 1.6963 -1.5112
C 2.6731 -0.3923 1.0439
N 3.1606 -1.3104 1.7830
C 2.5186 -2.6187 1.5948
I 3.9251 -3.9981 0.7803
C 1.2866 -2.2825 0.7247
C 0.0048 -2.4412 1.5621
I -0.2678 -4.5827 1.8357
C -0.0436 -1.7382 2.9332
C -1.3706 -1.0173 3.1768
H -1.3441 7.2603 0.4354
H -0.3709 6.0378 1.2490
H -1.7891 5.5600 0.3129
H 0.7078 6.9133 -0.8215
H 0.4638 5.1891 -0.9263
H -1.6902 6.9947 -2.0475
H -0.1799 6.9068 -2.9190
H -1.5410 5.3069 -3.9571
H -0.3987 4.3921 -3.0042
H -2.2707 4.2319 -1.1950
H -3.3240 4.9649 -2.3842
H -3.1722 3.1256 -3.8652
H -1.7314 2.4984 -3.1045
H -3.7237 2.5349 -1.0533
H -4.5694 1.9707 -2.4664
H -3.6410 0.1670 -1.0218
H -2.0104 0.6970 -1.4227
H -3.8305 0.0967 -3.7248
H -3.2970 -1.2720 -2.7707
H -1.9086 -0.4970 -4.8754
H -1.1769 0.6416 -3.7634
H -0.9428 -2.3163 -3.8798
H -1.0274 -1.6617 -2.2574
H 0.9223 -0.0285 -3.3554
H 1.0986 -1.4483 -4.3637
H 0.9742 -2.6046 -1.8766
H 2.3954 -2.3883 -2.8472
H 2.5098 0.0091 -1.6404
H 3.2870 -1.4538 -1.0632
H 0.1743 0.2608 1.2662
H -0.4597 -0.2977 -0.2567
H 0.0901 3.5699 0.0313
H 1.1226 2.8676 1.2981
H -0.5893 2.4219 1.1796
H 1.1630 2.6881 -1.7473
H 3.0388 0.6295 1.0582
H 3.9311 -1.1785 2.4301
H 2.2530 -3.0140 2.5714
H 1.2213 -3.0225 -0.0634
H -0.8652 -2.1817 0.9636
H 0.7780 -1.0173 3.0027
H 0.1140 -2.4556 3.7373
H -1.6717 -0.4166 2.3165
H -2.1684 -1.7348 3.3708
H -1.2943 -0.3561 4.0392
C 2.3929 -4.5714 4.5133
O 1.9871 -3.6334 5.1801
N 2.1214 -5.8618 4.7417
C 2.6287 -6.9187 3.8912
C 1.2862 -6.1996 5.8848
H 3.0154 -4.3914 3.6208
H 1.8074 -7.4835 3.4453
H 3.2557 -7.6071 4.4598
H 3.2255 -6.4848 3.0904
H 0.3073 -5.7281 5.7939
H 1.7441 -5.8509 6.8098
H 1.1657 -7.2789 5.9257

=====

# 2
87
Properties=species:S:1:pos:R:3 method="wB97M-V/def2-TZVPD" charge=+2 total_energy_ha=-2229.31941 homo_lumo_gap_ev=7.05 e_lumo_ev=-6.4
Tl -1.0369 0.3237 -1.5115
P -0.7465 -1.8889 -2.7488
P -0.5149 2.7660 -0.7567
N 0.5596 0.9735 -3.2715
C 0.8201 -1.5030 -3.6609
H 1.5428 -2.3055 -3.4442
H 0.5960 -1.5707 -4.7412
C 1.5185 -0.1525 -3.3574
H 2.0727 -0.1831 -2.3992
H 2.2393 0.0557 -4.1703
C 1.1092 2.3584 -3.1441
H 0.5239 3.0196 -3.8082
H 2.1473 2.3471 -3.5096
C 1.0994 2.8677 -1.6921
H 1.4375 3.9166 -1.6830
H 1.8349 2.2730 -1.1226
C -0.4399 3.2971 1.0311
C -0.2526 2.0600 1.9283
H 0.7484 1.6160 1.8682
H -0.9907 1.2810 1.6780
H -0.4344 2.3520 2.9730
C -1.6762 3.8780 -1.6532
C -3.1616 3.6332 -1.2921
H -3.7536 3.7586 -2.2127
H -3.5353 4.3633 -0.5584
H -3.3575 2.6102 -0.9258
C -2.1039 -2.2604 -3.9532
C -3.4176 -2.7705 -3.3233
H -4.2112 -2.6082 -4.0680
H -3.6968 -2.2049 -2.4195
H -3.4092 -3.8522 -3.0926
C -0.5628 -3.3445 -1.6475
C -1.7540 -3.5609 -0.6955
H -1.3932 -4.1495 0.1589
H -2.5551 -4.1380 -1.1837
H -2.1859 -2.6364 -0.2876
C -3.4013 0.2736 -0.5250
C -1.1948 5.3345 -1.5345
H -0.3429 5.4643 -0.8433
H -0.8670 5.6695 -2.5296
H -2.0096 6.0010 -1.2203
C -1.6386 -3.0552 -5.1910
H -2.4104 -3.7763 -5.5019
H -1.5182 -2.3465 -6.0247
H -0.6824 -3.5964 -5.0543
C -0.2930 -4.6149 -2.4623
H -0.0920 -5.4239 -1.7458
H -1.1685 -4.9040 -3.0672
H 0.5834 -4.5175 -3.1176
C -1.6826 4.0351 1.5617
H -2.5773 3.4019 1.4510
H -1.5255 4.2045 2.6370
H -1.8616 5.0166 1.0978
H 0.4545 3.9451 1.1061
H 0.3256 -3.0990 -1.0323
H -1.5546 3.5597 -2.7036
H -2.3159 -1.2300 -4.2878
O -4.3059 -0.0894 0.0661
H -0.1060 0.9387 -4.0492
H -2.2886 0.8618 -2.7919
C 5.2334 0.4819 5.1311
C 3.7408 0.4834 5.3072
N 3.0704 -0.5996 4.5676
C 2.6498 -1.7278 5.4200
C 1.3699 -1.3852 6.1620
C 2.8927 -0.4523 3.2187
O 3.5276 0.3762 2.5790
C 1.8094 -1.2111 2.5202
C 0.7859 -1.9876 3.1025
C -0.4599 -1.9679 2.4684
C -0.5910 -1.2743 1.2651
N 0.4648 -0.8272 0.5601
C 1.6574 -0.8061 1.1842
H 5.6740 -0.4683 5.4460
H 5.6289 1.2873 5.7481
H 5.4648 0.6678 4.0815
H 3.4588 0.3416 6.3552
H 3.3318 1.4437 4.9622
H 2.5941 -2.6513 4.8253
H 3.4777 -1.8555 6.1344
H 0.5680 -1.0832 5.4819
H 1.0380 -2.2648 6.7096
H 1.5184 -0.5654 6.8727
H 0.9058 -2.6525 3.9443
H -1.2987 -2.5061 2.9037
H -1.6142 -1.1047 0.8692
H 2.5144 -0.3658 0.6394

=====

# 3
116
Properties=species:S:1:pos:R:3 method="wB97M-V/def2-TZVPD" total_energy_ha=-34750.10898 homo_lumo_gap_ev=9.79 e_lumo_ev=-0.4
C -2.7269 -3.6944 -3.5658
C -2.8651 -3.0758 -2.1609
O -3.4745 -1.8143 -2.1039
P -4.9981 -1.4306 -2.3143
O -5.2434 0.0119 -2.1542
O -5.7749 -2.3200 -1.2340
C -5.5334 -2.0829 0.1615
C -6.8970 -2.1867 0.8279
O -5.4197 -2.0446 -3.6967
C -6.6003 -1.6519 -4.3938
C -7.7668 -2.5770 -4.0898
H -2.1307 -3.1256 -4.2745
H -2.4191 -4.7362 -3.4702
H -3.7200 -3.7885 -4.0171
H -3.3603 -3.7192 -1.4229
H -1.8369 -3.0306 -1.7993
H -4.8123 -2.8284 0.5072
H -5.1586 -1.0720 0.3435
H -7.4104 -3.0986 0.5291
H -6.7867 -2.2809 1.9113
H -7.4020 -1.2562 0.5773
H -6.9545 -0.7027 -3.9821
H -6.4008 -1.5310 -5.4543
H -7.7178 -2.9788 -3.0800
H -8.7158 -2.0404 -4.1941
H -7.9595 -3.3816 -4.8068
C -0.9615 1.2737 0.0391
C -0.6504 -0.0881 -0.5301
O 0.1748 -0.7548 0.4514
P -0.0364 -2.2844 0.8083
O -1.3236 -2.5736 1.4720
O 0.0360 -2.9976 -0.6318
C 1.2730 -3.1205 -1.3363
C 1.3749 -4.3483 -2.2263
O 1.3408 -2.6460 1.5410
C 1.7107 -2.1470 2.8068
C 1.9736 -0.6301 2.9027
H -0.0184 1.6982 0.4064
H -1.3020 1.9983 -0.7005
H -1.6255 1.3313 0.8993
H -1.6075 -0.5990 -0.6762
H 0.0258 -0.0766 -1.3891
H 1.4356 -2.2298 -1.9533
H 2.0615 -3.1466 -0.5840
H 0.6742 -4.5927 -3.0251
H 2.3581 -4.2602 -2.6997
H 1.4515 -5.2834 -1.6701
H 0.9515 -2.3802 3.5592
H 2.6032 -2.6324 3.2045
H 1.0609 -0.1239 3.2320
H 2.7278 -0.2789 3.6031
H 2.1162 -0.2665 1.8888
C 6.5331 -1.4572 4.6546
C 6.5043 -0.7354 3.3259
O 5.7770 0.5030 3.3819
P 6.4539 1.8174 4.0136
O 7.9099 1.9562 4.0400
O 5.6746 2.9605 3.1576
C 5.7939 4.3378 3.5373
C 6.6559 5.0591 2.4807
O 5.7774 1.8671 5.4652
C 4.4986 1.3765 5.8223
C 3.9358 2.2569 6.9386
H 7.2761 -2.2485 4.8069
H 6.8596 -0.8478 5.5056
H 5.5885 -1.9357 4.9204
H 7.5313 -0.5552 3.0080
H 5.9619 -1.2926 2.5662
H 4.8283 4.8204 3.6620
H 6.3622 4.3331 4.4703
H 7.7076 5.1197 2.7640
H 6.7307 4.5691 1.5071
H 6.2546 6.0511 2.2660
H 3.7496 1.3355 5.0260
H 4.6506 0.3358 6.1176
H 4.6408 2.2782 7.7720
H 3.8620 3.3064 6.6480
H 2.9532 1.9339 7.2768
C -3.8112 4.3559 -2.4067
C -2.4554 4.8814 -1.9593
C -2.5234 6.3785 -1.6196
F -3.5440 6.6565 -0.8028
F -1.3583 6.6924 -0.9613
F -2.1148 4.2006 -0.8369
F -1.5113 4.6604 -2.9014
O -4.1874 5.0092 -3.6135
C -5.5229 5.1972 -3.7603
C -5.8329 5.8590 -5.0849
F -7.1751 5.9699 -5.3764
F -5.2398 7.0561 -5.2717
F -6.2310 4.0648 -3.6751
F -5.9570 6.0027 -2.7468
H -4.4754 4.5132 -1.5523
H -3.8666 3.2779 -2.5723
H -2.4756 6.9953 -2.5190
H -5.5155 5.1788 -5.8911
C -3.3125 -0.5633 2.9786
Br -4.4484 1.0094 2.7230
Br -4.1835 -1.9389 4.0415
Br -1.6067 -0.0077 3.7421
H -3.1412 -1.0271 2.0153
C 3.3664 1.0786 -0.5514
Br 4.2900 -0.6214 -0.2208
Br 2.3292 1.0022 -2.1599
Br 4.5552 2.6284 -0.6106
H 2.6420 1.2809 0.2267
C 4.2172 -6.8887 0.2603
Br 3.7239 -8.6883 0.6856
Br 2.6768 -5.7310 0.8163
Br 4.4336 -6.6402 -1.6465
H 5.1207 -6.5637 0.7554
C 4.9302 -1.7166 -5.4197
Br 3.7433 -3.0252 -4.6185
Br 6.3035 -2.4528 -6.5451
Br 5.6778 -0.5341 -4.0791
H 4.2698 -1.0988 -6.0117